Entry 1:
The following is a quantum chemistry calculation of a molecular structure, C22H18As2Cl6CuF44O4Pt in a non-equilibrium geometry, from the OMol25 dataset.

The geometry in XYZ format:
```
98
C22H18As2Cl6CuF44O4Pt, DFT wB97M-V/def2-TZVPD
Pt 0.50 4.32 1.30
Cu 1.58 -0.95 2.97
As 3.34 2.99 3.59
F 3.10 4.65 4.20
F 4.67 3.59 2.56
F 3.46 1.30 2.95
F 1.93 2.39 4.62
F 2.08 3.42 2.32
F 4.48 2.72 4.95
As 1.24 0.93 -0.56
F 2.93 1.45 -0.25
F 1.77 -0.63 -1.25
F -0.49 0.48 -0.70
F 0.66 2.49 0.16
F 1.25 1.62 -2.18
F 1.33 0.20 1.12
C -4.99 -0.89 -2.32
C -4.14 0.03 -1.40
C -3.82 1.43 -2.04
F -4.94 2.02 -2.44
F -3.23 2.21 -1.12
F -4.79 0.17 -0.27
F -3.04 -0.63 -1.01
O -4.20 -1.20 -3.47
C -4.75 -2.13 -4.39
C -3.93 -2.05 -5.61
F -4.22 -2.97 -6.47
F -4.00 -0.86 -6.25
F -4.68 -3.34 -3.92
F -6.04 -1.86 -4.61
H -5.86 -0.28 -2.55
H -5.31 -1.76 -1.76
H -3.20 1.42 -2.93
H -2.90 -2.18 -5.27
C -3.47 -1.79 3.02
C -4.98 -1.84 3.27
C -5.82 -0.73 2.58
F -7.10 -0.55 2.95
F -5.18 0.43 2.69
F -5.31 -3.04 2.81
F -5.08 -1.81 4.66
O -3.21 -1.89 1.63
C -2.57 -3.04 1.11
C -1.09 -2.73 0.83
F -0.24 -2.14 1.75
F -0.51 -3.87 0.46
F -2.69 -4.08 1.96
F -3.33 -3.40 0.03
H -2.95 -2.63 3.49
H -2.98 -0.92 3.46
H -5.89 -0.93 1.51
H -1.09 -2.07 -0.04
C 1.44 -5.49 2.94
C 0.87 -4.99 4.27
C 1.86 -4.12 5.08
F 2.98 -4.80 5.26
F 2.24 -2.97 4.44
F -0.18 -4.16 4.05
F 0.47 -6.06 5.03
O 1.71 -4.29 2.20
C 2.82 -4.35 1.33
C 2.91 -3.12 0.47
F 2.80 -1.98 1.19
F 4.03 -3.06 -0.22
F 3.90 -4.42 2.05
F 2.75 -5.44 0.55
H 0.62 -6.03 2.48
H 2.32 -6.11 3.13
H 1.53 -3.82 6.07
H 2.10 -3.09 -0.26
C 1.06 4.85 -2.32
C 2.58 5.05 -1.89
C 3.57 4.99 -3.06
F 3.67 3.86 -3.74
F 3.45 5.94 -4.02
F 2.71 6.25 -1.18
F 2.89 4.10 -1.02
O 0.17 4.97 -1.21
C -1.25 4.92 -1.49
C -1.80 6.19 -2.21
F -1.07 6.50 -3.28
F -3.05 6.00 -2.66
F -1.45 3.79 -2.14
F -1.82 4.75 -0.31
H 0.84 3.90 -2.81
H 0.97 5.68 -3.02
H 4.56 5.07 -2.62
H -1.86 7.07 -1.57
C 6.40 1.34 0.40
Cl 8.24 1.40 0.26
Cl 5.79 -0.31 0.35
Cl 5.62 2.33 -0.84
H 6.20 1.73 1.40
C 4.78 -0.63 -3.34
Cl 4.67 -2.23 -4.14
Cl 3.76 0.52 -4.17
Cl 6.50 -0.08 -3.24
H 4.44 -0.74 -2.31
```

- Orbital gap (alpha / beta): 0.17880 / 0.11339 Eh
- Charge: +1
- E_tot: -395554.3499 eV
- E_HOMO (alpha / beta): -0.4580 / -0.4580 Eh
- LUMO energy (alpha / beta): -7.60 / -9.38 eV
- 2S+1: 3

---

Entry 2:
The following is a quantum chemistry calculation of a molecular structure, C35H38CrN4 in a non-equilibrium geometry, from the OMol25 dataset.

The geometry in XYZ format:
```
78
C35H38CrN4, DFT wB97M-V/def2-TZVPD
Cr 0.00 0.01 -0.07
N -1.27 2.63 -1.43
N -1.57 -0.87 -1.72
C 0.97 -0.83 1.63
C -0.42 -0.57 1.93
C -0.64 0.84 1.79
C -1.91 1.56 2.11
H -2.75 0.86 2.19
H -2.15 2.30 1.34
H -1.83 2.10 3.07
C 0.60 1.46 1.43
C 0.82 2.93 1.32
H 0.96 3.39 2.31
H -0.05 3.40 0.84
H 1.70 3.16 0.71
C 1.60 0.42 1.34
C 3.07 0.61 1.12
H 3.28 1.46 0.45
H 3.51 -0.29 0.68
H 3.57 0.80 2.08
C -1.43 -1.53 2.45
H -1.88 -1.15 3.38
H -0.98 -2.51 2.67
H -2.24 -1.69 1.73
C 1.69 -2.14 1.71
H 2.28 -2.31 0.80
H 0.98 -2.97 1.80
H 2.37 -2.16 2.57
C -1.27 3.72 -2.21
H -0.67 4.56 -1.86
C -1.97 3.79 -3.42
H -1.87 4.68 -4.02
C -2.79 2.72 -3.78
H -3.39 2.75 -4.69
C -2.83 1.60 -2.95
H -3.49 0.75 -3.12
C -1.97 1.57 -1.83
C -1.87 0.35 -1.02
H -2.71 0.25 -0.31
C -0.41 -1.49 -1.28
C -2.44 -1.81 -2.28
H -3.39 -1.53 -2.69
C -1.82 -3.01 -2.21
H -2.15 -3.98 -2.53
N -0.59 -2.81 -1.58
C 0.34 -3.83 -1.21
C 0.02 -4.74 -0.20
C 0.99 -5.68 0.19
H 0.75 -6.39 0.98
C 2.24 -5.72 -0.43
C 3.26 -6.75 -0.03
H 4.12 -6.29 0.49
H 3.65 -7.27 -0.91
H 2.81 -7.49 0.64
C 2.54 -4.78 -1.42
H 3.52 -4.81 -1.90
C 1.61 -3.82 -1.81
C 1.92 -2.83 -2.88
H 1.27 -2.94 -3.76
H 2.95 -2.99 -3.21
H 1.83 -1.79 -2.52
C -1.30 -4.74 0.51
H -2.00 -5.46 0.05
H -1.79 -3.75 0.52
H -1.16 -5.05 1.55
N 1.05 0.92 -1.47
C 1.69 1.84 -1.81
C 2.47 2.91 -2.27
C 3.57 2.65 -3.13
C 4.40 3.70 -3.51
C 4.15 5.00 -3.05
C 3.06 5.27 -2.22
C 2.22 4.23 -1.83
H 3.74 1.63 -3.45
H 5.26 3.49 -4.15
H 4.82 5.81 -3.34
H 2.86 6.27 -1.85
H 1.37 4.40 -1.18
```

- Orbital gap (alpha / beta): 0.06161 / 0.17198 Eh
- Charge: -2
- E_tot: -71289.5698 eV
- E_HOMO (alpha / beta): 0.0974 / -0.0143 Eh
- LUMO energy (alpha / beta): 4.33 / 4.29 eV
- 2S+1: 5

---

Entry 3:
The following is a quantum chemistry calculation of a molecular structure, C42H46N6O2P2Pb in a non-equilibrium geometry, from the OMol25 dataset.

The geometry in XYZ format:
```
99
C42H46N6O2P2Pb, DFT wB97M-V/def2-TZVPD
Pb 0.03 -0.52 2.85
C -1.03 2.01 2.07
C -1.34 1.03 1.16
C -0.69 0.85 -0.18
C 0.62 -0.01 -0.33
C 1.71 0.14 0.70
C 1.98 1.29 1.39
C 1.34 2.62 1.13
C 0.04 3.02 1.90
C 1.92 -1.25 3.80
H -1.63 2.14 2.97
H -2.14 0.30 1.40
H -0.50 1.84 -0.63
H -1.46 0.36 -0.81
H 0.31 -1.08 -0.39
H 1.04 0.19 -1.34
H 2.27 -0.77 0.92
H 2.73 1.29 2.18
H 1.14 2.75 0.06
H 2.10 3.38 1.40
H 0.33 3.39 2.90
H -0.41 3.90 1.39
H 1.76 -1.05 4.88
H 2.86 -0.86 3.35
H 1.60 -2.27 3.49
P 1.57 -1.08 -5.86
P -1.33 -0.54 -5.47
N 3.07 -0.13 -5.75
N 2.29 -2.38 -6.91
N -1.59 1.23 -5.24
N -3.05 -0.89 -5.82
C 0.77 -0.10 -7.22
C -0.73 -0.45 -7.23
C 3.36 0.52 -4.54
C 4.36 1.45 -4.76
C 4.71 1.38 -6.15
C 3.90 0.41 -6.73
C 2.49 -3.67 -6.40
C 2.99 -4.49 -7.41
C 3.06 -3.70 -8.60
C 2.62 -2.42 -8.27
C -1.46 1.81 -3.97
C -1.63 3.18 -4.07
C -1.83 3.49 -5.46
C -1.78 2.28 -6.15
C -4.00 -0.22 -6.61
C -5.06 -1.09 -6.86
C -4.73 -2.35 -6.25
C -3.50 -2.20 -5.63
H 1.20 -0.27 -8.21
H 0.94 0.96 -6.96
H -1.30 0.25 -7.86
H -0.91 -1.47 -7.60
H 2.80 0.25 -3.66
H 4.77 2.12 -4.02
H 5.45 1.99 -6.64
H 3.85 0.06 -7.75
H 2.26 -3.87 -5.37
H 3.28 -5.52 -7.30
H 3.42 -4.02 -9.57
H 2.49 -1.55 -8.89
H -1.26 1.18 -3.13
H -1.64 3.89 -3.26
H -2.02 4.46 -5.88
H -1.85 2.08 -7.21
H -3.87 0.81 -6.89
H -5.95 -0.88 -7.43
H -5.32 -3.25 -6.27
H -2.89 -2.88 -5.07
O -0.11 2.68 5.02
C -0.44 1.59 5.51
N -0.75 1.41 6.85
C -0.78 0.00 7.18
C -0.77 -0.62 5.78
O -0.89 -1.82 5.48
N -0.60 0.37 4.87
C 0.51 -0.37 7.95
C 1.39 -1.40 7.56
C 2.57 -1.61 8.29
C 2.87 -0.81 9.39
C 2.00 0.22 9.77
C 0.83 0.44 9.04
C -2.08 -0.34 7.88
C -2.08 -0.96 9.13
C -3.29 -1.13 9.81
C -4.49 -0.69 9.24
C -4.48 -0.08 7.98
C -3.27 0.09 7.30
H -0.66 2.19 7.50
H 1.12 -2.03 6.70
H 3.23 -2.43 7.97
H 3.79 -0.98 9.97
H 2.19 0.87 10.62
H 0.12 1.23 9.32
H -1.11 -1.28 9.53
H -3.25 -1.61 10.79
H -5.43 -0.84 9.78
H -5.41 0.26 7.52
H -3.25 0.59 6.32
```

- Orbital gap: 0.26790 Eh
- E_tot: -81158.9915 eV
- E_HOMO: -0.2648 Eh
- LUMO energy: 0.08 eV

---

Entry 4:
The following is a quantum chemistry calculation of a molecular structure, C35H37BF4P2Pb in a non-equilibrium geometry, from the OMol25 dataset.

The geometry in XYZ format:
```
80
C35H37BF4P2Pb, DFT wB97M-V/def2-TZVPD
Pb -1.45 -1.05 -1.68
C 1.97 -1.00 -2.80
C 2.29 -0.32 -1.67
C 2.84 1.08 -1.70
C 2.02 2.03 -2.55
C 0.51 1.77 -2.44
C -0.04 0.85 -3.26
C 0.66 0.27 -4.49
C 2.07 -0.30 -4.13
C -2.43 -0.05 1.50
H 1.89 -2.12 -2.84
H 2.41 -0.79 -0.72
H 3.85 1.03 -2.16
H 2.94 1.48 -0.67
H 2.30 3.07 -2.33
H 2.29 1.96 -3.62
H -0.10 2.57 -1.94
H -1.10 0.73 -3.39
H 0.80 1.08 -5.24
H -0.01 -0.52 -4.90
H 2.36 -0.96 -4.97
H 2.86 0.48 -4.13
H -2.34 -1.01 0.89
H -3.39 -0.07 2.02
H -1.65 -0.07 2.25
P 1.00 -1.07 1.62
P -2.12 1.33 0.53
C 0.72 0.61 0.95
C -0.36 1.33 0.49
C 2.34 -0.91 2.82
C 3.47 -0.15 2.47
C 4.51 -0.02 3.38
C 4.41 -0.61 4.65
C 3.29 -1.41 4.99
C 2.26 -1.57 4.07
C 1.49 -2.46 0.43
C 0.83 -2.90 -0.77
C 1.12 -4.16 -1.32
C 2.31 -4.79 -0.94
C 3.14 -4.24 0.04
C 2.71 -3.10 0.74
C -2.74 2.77 1.39
C -2.22 3.27 2.61
C -2.78 4.42 3.18
C -3.86 5.08 2.59
C -4.40 4.53 1.42
C -3.85 3.40 0.83
C -3.05 0.83 -0.95
C -4.01 -0.24 -0.89
C -4.45 -0.78 -2.10
C -4.05 -0.23 -3.31
C -3.22 0.87 -3.35
C -2.75 1.46 -2.18
H 1.66 1.18 0.89
H -0.11 2.33 0.10
H 3.56 0.32 1.48
H 5.43 0.50 3.12
H 5.19 -0.48 5.41
H 3.23 -1.95 5.93
H 1.40 -2.22 4.24
H 0.57 -2.07 -1.52
H 0.43 -4.47 -2.12
H 2.51 -5.73 -1.47
H 4.11 -4.73 0.21
H 3.37 -2.75 1.52
H -1.35 2.77 3.06
H -2.32 4.84 4.08
H -4.24 6.02 3.04
H -5.23 5.06 0.97
H -4.28 3.05 -0.10
H -4.46 -0.48 0.08
H -5.16 -1.60 -2.02
H -4.44 -0.64 -4.24
H -2.89 1.25 -4.31
H -2.09 2.34 -2.20
F -0.83 -1.43 3.28
B -1.26 -2.84 3.05
F -1.38 -3.06 1.64
F -0.22 -3.58 3.70
F -2.49 -3.03 3.71
```

- Orbital gap (alpha / beta): 0.16828 / 0.15100 Eh
- ΔE to the lowest compared entry with this formula, charge and spin: 2.648 eV
- Charge: +2
- E_tot: -72249.4023 eV
- E_HOMO (alpha / beta): -0.4635 / -0.4520 Eh
- LUMO energy (alpha / beta): -8.03 / -8.19 eV